[1]
Entry from OMol25: C18H17ClN2O8P2V as an isolated structure (wB97M-V/def2-TZVPD).

XYZ file:
```
49
Properties=species:S:1:pos:R:3:forces:R:3
H 2.3641 2.9004 -0.5584 -0.04 0.03 0.01
C -2.1610 -1.3868 0.8712 0.03 -0.02 -0.06
H -4.9780 -0.4910 -3.2751 0.00 0.00 0.00
N -0.6354 1.5233 -1.0890 0.16 -0.12 0.29
O 1.2540 -1.7905 0.5753 0.08 0.12 0.10
H -3.8848 -1.6287 -1.3737 -0.01 -0.01 -0.01
N -1.6747 -0.6308 -0.0457 0.48 0.13 0.18
C 0.0798 2.6145 -1.6989 0.14 -0.19 -0.24
C -1.9847 -2.6108 2.9742 0.03 0.02 0.06
H 3.6953 -1.3155 1.8585 0.02 0.00 0.01
Cl -2.0307 -4.0822 5.2356 -0.02 -0.04 0.04
C -1.7902 1.0492 -1.6680 -0.36 -0.02 -0.28
O 1.2623 -0.6127 -1.5552 0.04 0.23 -0.09
H 3.0303 -2.5883 -2.2422 0.04 0.02 -0.05
H -0.2978 4.3548 -2.9932 0.01 0.01 0.02
H -0.0368 3.6843 -0.0447 0.02 -0.03 -0.03
O 3.0669 1.3975 1.9248 0.06 0.04 0.20
H -2.7383 -3.2947 2.6044 0.00 0.00 -0.01
C -1.4793 -2.7713 4.2372 -0.04 -0.01 -0.07
C -0.0903 -0.8347 3.9583 -0.01 0.01 0.00
V 0.2163 0.2057 0.0702 -0.51 -0.47 0.59
O 0.6570 3.4425 -0.6731 0.00 0.07 0.02
H -0.1467 -2.0130 5.7390 0.00 0.00 0.01
C -0.7330 3.4182 -2.6687 -0.11 0.03 0.05
C -3.4885 -0.6939 -1.7491 0.02 0.06 0.06
H -3.1229 -1.8809 0.7280 -0.05 0.10 -0.02
C -0.5291 -1.8782 4.7363 0.01 0.04 -0.03
H 0.6425 -0.1324 4.3319 0.01 0.01 -0.02
H 5.0583 0.2697 -1.0939 -0.02 -0.02 0.01
C -1.5257 -1.5699 2.1495 0.09 0.06 0.11
P 2.0808 -1.5145 -0.6447 0.04 0.54 0.01
H 0.9786 2.2381 -2.2108 -0.05 -0.02 -0.02
H -2.4397 3.5593 -3.8886 0.00 0.01 -0.01
C -0.5580 -0.6521 2.6436 -0.19 -0.22 0.07
C 3.5385 -0.5083 -0.1323 -0.02 -0.03 -0.02
O 4.2835 -0.2686 -1.2974 0.04 0.02 -0.04
P 2.7141 1.0933 0.5268 0.07 -0.03 -0.21
O -0.1051 0.3669 1.9488 0.23 -0.07 -0.60
C -1.8909 2.9782 -3.1571 0.13 0.04 0.04
H 4.7575 -2.0776 0.6540 -0.01 0.00 -0.01
O 3.0574 2.1998 -0.5623 0.05 -0.09 0.04
H -4.0783 1.6655 -4.0980 0.00 0.00 -0.01
C -2.4461 1.7052 -2.7253 -0.01 -0.08 0.05
C -4.1019 -0.0556 -2.8150 -0.03 -0.03 0.00
O 2.6714 -2.7892 -1.3689 -0.13 -0.14 0.12
C -2.3568 -0.1382 -1.1677 -0.21 0.06 -0.26
C 4.3372 -1.1314 0.9989 0.02 -0.06 0.02
C -3.5888 1.1469 -3.2821 0.04 0.02 0.02
H 5.1475 -0.4717 1.3126 0.00 0.01 0.00
```
Forces are in eV/Å.

Multiplicity: 4
Net charge: 0
Relative energy (zero: lowest compared OMol25 entry of this formula, charge and spin) (kcal/mol): 3.4
⟨S²⟩: 3.7732
HOMO energy (spin up / spin down) (eV): -7.8 / -7.8
Orbital gap (spin up / spin down) (eV): 7.37 / 5.47

---

[2]
Entry from OMol25: one molecule with the formula C27H35NO7 (wB97M-V/def2-TZVPD).

XYZ file:
```
70
Properties=species:S:1:pos:R:3:forces:R:3
N -3.2418 -2.9566 -0.9429 0.02 -0.04 -0.01
C 2.7858 -0.8738 1.7717 -0.09 0.01 -0.07
H -1.0940 -1.3514 1.0364 0.08 0.02 -0.13
H 1.0887 3.9303 -3.2066 0.04 0.01 -0.05
C 0.6145 3.2996 -2.4729 -0.25 0.30 0.26
C -3.0837 -3.4522 0.4147 0.02 -0.17 -0.09
C -4.5557 -3.1638 -1.5213 -0.22 0.03 0.02
H -5.8473 -2.7835 0.1861 -0.07 0.01 0.14
H -4.4992 -2.8397 -2.5649 -0.01 -0.09 0.03
C 3.4671 -1.4831 -2.9368 -0.11 0.05 -0.27
C -1.0175 0.5966 0.2434 -0.12 -0.16 0.09
H 6.7867 -0.2430 0.4990 0.00 0.07 -0.02
H -3.4001 -0.3862 3.7229 -0.01 0.10 -0.01
O -1.8980 4.6784 0.4998 0.22 -0.22 -0.25
H -0.8387 -2.5389 -1.1860 0.02 -0.04 -0.07
H 2.8371 -2.3647 -3.0896 0.01 0.02 0.01
C 0.9014 1.8838 -2.5612 0.46 -0.05 -0.58
H 2.9098 -0.5784 -3.1966 0.02 -0.10 0.04
H -3.1497 -0.9390 -0.2792 -0.06 0.03 -0.06
O 1.6200 1.3578 -3.3805 -0.28 0.18 0.28
C 3.0756 -1.2336 -0.5980 -0.05 -0.03 0.08
H 5.6504 -0.1250 -0.8684 0.02 0.01 0.10
H -2.7665 6.2691 1.3400 -0.03 -0.08 0.05
H -6.6452 -2.6436 -1.3796 -0.13 0.01 -0.02
H 4.9296 -1.7666 3.1569 -0.01 0.09 0.07
C -1.6534 3.3453 0.4675 0.27 -0.40 -0.26
C -0.2086 3.7805 -1.5190 0.29 -0.11 -0.34
C -1.2256 -1.5234 -1.0985 -0.14 0.11 0.28
C -5.7244 -2.4408 -0.8384 0.31 -0.16 -0.12
C 1.7011 -1.2062 -0.7759 0.21 -0.16 -0.13
O 0.2959 1.0731 -1.6443 -0.09 -0.14 0.01
H -2.0397 -3.2881 0.6880 -0.03 0.06 0.08
H 5.0904 0.0067 3.1435 -0.02 -0.07 0.01
C 0.8569 -0.9877 0.3025 0.23 -0.20 0.35
H -4.7524 -4.2376 -1.5266 -0.03 0.02 -0.10
H 4.3498 -1.5616 -3.5700 -0.07 -0.03 0.01
H -3.1479 -1.2073 -2.0280 -0.05 0.03 0.06
C -3.3746 -4.9433 0.5432 0.04 0.29 0.03
O 5.0158 -1.1120 0.8513 -0.60 -0.31 -0.08
H -4.4388 -5.1555 0.4804 -0.10 -0.07 -0.01
C 3.6399 -1.0585 0.6819 0.36 0.10 -0.01
C -0.5059 1.5295 -0.6589 -0.70 0.65 0.73
C -0.6472 -0.8698 0.1635 0.09 0.06 -0.21
H -2.3128 5.0044 2.5076 -0.02 -0.01 -0.05
H -2.8603 -5.4883 -0.2439 0.05 -0.10 -0.08
C -2.1742 2.4284 1.3601 -0.27 0.21 0.33
H -3.7400 4.7834 1.4521 0.05 0.00 0.00
C 5.7468 -0.0817 0.2178 0.16 0.27 -0.11
O -2.3444 0.1365 2.1131 0.23 0.01 -0.27
H -2.8266 2.7615 2.1488 -0.06 0.04 0.07
H 0.7788 -0.6705 2.4220 -0.11 0.02 0.15
C 4.4819 -0.8308 3.4949 0.34 -0.08 0.23
H -0.4360 4.8331 -1.4452 0.04 0.10 -0.07
C 1.4068 -0.8333 1.5599 0.12 -0.04 -0.08
O 3.9602 -1.4280 -1.6148 0.10 -0.03 0.50
C -0.8012 2.9001 -0.5653 -0.12 -0.24 0.21
C -1.8583 1.0701 1.2562 0.27 0.12 -0.45
H -0.9015 -0.9638 -1.9736 0.07 -0.08 -0.06
H 1.2907 -1.3379 -1.7598 -0.02 0.02 -0.16
H -5.5593 -1.3657 -0.8291 -0.04 0.13 0.04
O 3.1397 -0.7136 3.0794 -0.21 0.04 -0.28
C -3.1696 0.5308 3.1826 -0.18 0.07 0.21
H -2.6557 1.2239 3.8556 -0.01 -0.01 -0.04
H 5.4214 0.9054 0.5690 0.02 -0.06 0.02
H -4.1022 0.9828 2.8295 0.06 -0.01 0.00
H 4.4435 -0.8122 4.5849 0.03 0.01 -0.07
C -2.7631 -1.5901 -1.0804 0.18 -0.08 -0.12
C -2.7277 5.1949 1.5130 -0.17 0.12 0.20
H -3.0155 -5.3001 1.5058 -0.01 -0.07 0.08
H -3.7048 -2.8883 1.1342 0.10 0.03 0.00
```
Forces are in eV/Å.

Net charge: 0
Relative energy (zero: lowest compared OMol25 entry of this formula, charge and spin) (kcal/mol): 110.3
HOMO energy (eV): -7.8
Orbital gap (eV): 7.99
SMILES string: CCN(CC)CC[C@@H](c1cc(OC)c(OC)c(OC)c1)c1c(OC)cc(OC)c2ccc(=O)oc12

---

[3]
Entry from OMol25: CH14Ba3O10 as an isolated structure (wB97M-V/def2-TZVPD).

XYZ file:
```
28
Properties=species:S:1:pos:R:3:forces:R:3
O 1.0686 -1.1406 0.3360 0.80 -0.62 0.62
Ba 1.4436 -1.5097 -2.5004 0.84 -1.13 0.90
H -0.4582 0.2379 -3.5526 -0.59 -0.07 -0.42
H 3.8581 0.9538 0.4576 0.22 0.08 -0.28
O -0.3728 0.6077 3.4940 0.50 -0.64 -0.51
O -1.4758 -2.7082 0.3129 0.16 0.57 0.05
H -1.7647 -0.5507 -3.3645 0.19 -0.29 -0.31
O 3.5662 0.7385 -0.4422 -0.42 0.09 0.00
O -0.8071 -0.6614 -3.5243 -0.31 0.47 0.31
O 3.4433 -2.1475 -0.8591 0.00 0.29 -0.37
O -0.7699 -0.0402 0.8367 0.86 0.60 -0.35
Ba 0.0784 -2.5105 2.6059 -0.38 0.61 0.03
H -1.4193 -1.7315 0.3974 -0.30 -0.07 -0.26
H -1.9395 1.8141 -0.4870 0.00 0.30 0.23
H -2.2502 3.2715 -0.0971 0.04 -0.02 -0.31
O -3.4134 0.8039 1.6937 0.28 0.24 -0.32
O -1.7042 2.7370 -0.7032 0.22 -0.26 -0.09
H 3.1550 -1.7952 -0.0041 0.14 0.06 -0.12
H 4.2680 -1.6663 -1.0535 0.01 -0.34 0.25
H -0.5126 0.6366 2.5321 -0.12 0.28 0.23
C 0.3161 -0.1189 0.1665 -1.71 -2.17 -0.07
H -2.5076 0.5304 1.5120 -0.12 0.15 0.23
H 0.3042 1.2782 3.6691 -0.21 -0.10 0.32
H -3.3541 1.5315 2.3298 -0.15 -0.27 0.05
H -2.3189 -2.8665 -0.1430 0.07 -0.32 0.37
O 0.5711 0.5836 -0.8805 0.29 2.09 -1.63
H 2.6001 0.7310 -0.3907 0.11 -0.03 0.26
Ba 0.3956 2.9915 -2.3417 -0.41 0.50 1.16
```
Forces are in eV/Å.

Net charge: +4
Relative energy (zero: lowest compared OMol25 entry of this formula, charge and spin) (kcal/mol): 22.2
HOMO energy (eV): -21.1
Orbital gap (eV): 7.49